Entry from OMol25: a structure of composition C42H80Br6F6NiO18S7 in a non-equilibrium geometry (the ωB97M-V functional and the def2-TZVPD basis).

Last column: Löwdin spin population.
Element x y z (Å)
Br (-41.573290, -31.071700, -4.388440)  0.00
Br (-33.294730, -32.389150, -5.342100)  0.00
Br (-29.641130, -14.896520, -10.584460)  0.00
Br (-31.727750, -30.290840, -9.276340)  0.00
Br (-40.572950, -30.288610, -8.946120)  0.00
Br (-26.358680, -17.993520, -11.424160)  0.00
Ni (-36.213880, -22.068610, -4.423480)  0.63
S (-39.608150, -17.445800, -5.047620)  0.00
S (-31.069300, -23.086930, -15.671850)  0.00
S (-28.924790, -25.117300, -5.856040)  0.00
S (-32.201520, -18.856580, -3.058270)  0.00
S (-34.845870, -27.204540, -2.277770)  0.00
S (-36.710860, -14.721340, -14.211000)  0.00
S (-40.868640, -24.714690, -16.176390)  0.00
F (-42.509960, -23.614540, -4.135270)  0.00
F (-35.379440, -21.522690, -11.726960)  0.00
F (-33.652350, -20.967490, -10.516230)  0.00
F (-43.461580, -24.902800, -5.657960)  0.00
F (-42.153000, -25.738030, -4.284770)  0.00
F (-35.549880, -19.954850, -10.262310)  0.00
O (-35.035950, -25.782510, -2.691940)  -0.01
O (-36.588730, -13.599210, -15.147980)  0.00
O (-35.214710, -21.869340, -8.086640)  0.38
O (-28.237700, -26.403290, -5.984750)  0.00
O (-39.858190, -23.780670, -5.453970)  0.82
O (-29.931910, -22.728620, -16.509180)  0.00
O (-29.900500, -24.804770, -4.809900)  0.00
O (-38.611500, -18.529630, -4.956710)  -0.01
O (-41.012180, -25.962660, -16.942810)  0.00
O (-33.309030, -19.788350, -3.288660)  -0.02
O (-39.742040, -16.484340, -3.929980)  0.00
O (-37.403820, -14.524740, -12.933860)  0.00
O (-35.188610, -23.454360, -9.806760)  0.00
O (-41.292980, -23.543030, -7.122530)  0.01
O (-32.140860, -22.121400, -15.395160)  0.00
O (-34.480540, -28.214090, -3.311450)  0.00
O (-42.057540, -24.020710, -15.621550)  0.00
O (-30.773640, -19.330780, -2.999170)  0.00
C (-34.276230, -28.761360, -0.271590)  0.00
C (-35.735560, -25.687110, -10.120920)  0.00
C (-33.060360, -16.346950, -3.803850)  0.00
C (-42.263030, -23.154710, -9.332310)  0.00
C (-31.866710, -30.890160, -7.393600)  0.00
C (-34.997800, -15.296190, -14.120190)  0.00
C (-41.986630, -24.210910, -8.219080)  0.00
C (-36.136900, -24.440050, -9.295640)  0.00
C (-41.043070, -24.332130, -5.927300)  0.08
C (-39.672190, -24.969380, -14.821530)  0.00
C (-41.266980, -18.136820, -5.403020)  0.00
C (-35.485440, -22.112760, -9.462840)  0.03
C (-33.778590, -27.417210, -0.783350)  0.00
C (-31.647750, -25.675620, -14.958800)  0.00
C (-37.299390, -16.255190, -15.026330)  0.00
C (-33.765900, -16.778130, -2.557560)  0.00
C (-35.867400, -28.949910, -0.459430)  0.00
C (-39.554700, -16.575260, -6.617500)  0.00
C (-32.693030, -17.640250, -1.818470)  0.00
C (-27.094950, -16.314830, -10.650240)  0.00
C (-29.691720, -24.581140, -7.427060)  0.00
C (-38.555890, -23.511500, -16.513480)  0.00
C (-29.200010, -23.059520, -7.569230)  0.00
C (-28.584280, -16.595090, -10.704940)  0.00
C (-30.487210, -23.669710, -14.025010)  0.00
C (-39.917730, -23.392440, -17.151160)  0.00
C (-41.830340, -17.429510, -6.619860)  0.00
C (-34.734920, -16.382840, -15.144830)  0.00
C (-34.958420, -21.101830, -10.514280)  0.01
C (-31.458440, -24.785750, -13.652460)  0.00
C (-31.828450, -24.698920, -16.187310)  0.00
C (-27.702980, -23.139610, -7.136240)  0.00
C (-33.146940, -31.720640, -7.173730)  0.00
C (-38.663460, -23.769510, -15.008910)  0.00
C (-42.306030, -24.611000, -5.028170)  0.02
C (-36.391060, -27.857870, -1.433880)  0.00
C (-41.518810, -30.408560, -6.344480)  0.00
C (-27.610950, -23.858660, -5.819840)  0.00
C (-40.246140, -30.873780, -7.069260)  0.00
C (-32.219510, -17.539110, -4.399590)  0.00
C (-36.062530, -16.762530, -15.864210)  0.00
C (-40.613910, -17.145150, -7.500860)  0.00
H (-31.175300, -17.398970, -4.679040)  0.00
H (-26.610660, -16.142560, -9.689050)  0.00
H (-42.571250, -18.085030, -7.077520)  0.00
H (-32.777330, -27.612330, -1.167400)  0.00
H (-30.342430, -22.790510, -13.397200)  0.00
H (-39.747150, -15.521370, -6.416540)  0.00
H (-32.822690, -24.292410, -16.372600)  0.00
H (-38.245830, -16.136340, -15.553810)  0.00
H (-37.682470, -23.963260, -14.575090)  0.00
H (-39.215070, -25.946900, -14.975170)  0.00
H (-32.687850, -17.979920, -5.279620)  0.00
H (-34.060210, -31.163940, -7.383750)  0.00
H (-40.249740, -17.957980, -8.129180)  0.00
H (-33.855650, -26.535300, -0.147420)  0.00
H (-34.789620, -26.107820, -9.779910)  0.00
H (-38.554410, -16.650030, -7.044030)  0.00
H (-36.089650, -24.756820, -8.253760)  0.00
H (-42.465150, -30.675370, -6.814970)  0.00
H (-40.815460, -25.319320, -6.329480)  0.04
H (-36.800930, -26.986720, -0.922800)  0.00
H (-33.791860, -29.541420, -0.858960)  0.00
H (-36.409760, -26.510040, -9.883540)  0.00
H (-32.362590, -24.256440, -13.351730)  0.00
H (-32.379590, -15.540810, -3.530380)  0.00
H (-36.279520, -28.776140, 0.534580)  0.00
H (-38.159470, -24.437510, -16.929970)  0.00
H (-40.261990, -22.428830, -16.775620)  0.00
H (-31.230790, -25.092480, -17.009510)  0.00
H (-40.042490, -23.428080, -18.233410)  0.00
H (-29.296940, -22.667350, -8.581600)  0.00
H (-28.707250, -17.035880, -11.694220)  0.00
H (-37.882000, -22.683070, -16.731800)  0.00
H (-27.135680, -22.209210, -7.161220)  0.00
H (-26.781190, -24.527220, -5.590440)  0.00
H (-36.035560, -17.834300, -16.060890)  0.00
H (-41.872350, -18.259300, -4.504900)  0.00
H (-42.845650, -24.783560, -7.869420)  0.00
H (-29.452560, -23.939060, -14.237300)  0.00
H (-29.750810, -22.406460, -6.892290)  0.00
H (-27.900450, -23.273930, -4.946700)  0.00
H (-34.954350, -15.753000, -13.131490)  0.00
H (-37.144840, -24.104320, -9.539440)  0.00
H (-34.009260, -16.102390, -15.908290)  0.00
H (-41.319510, -22.737980, -9.684720)  0.00
H (-32.919460, -18.150440, -0.882230)  0.00
H (-42.983060, -22.388270, -9.045520)  0.00
H (-41.464150, -25.070150, -8.639580)  0.00
H (-34.146460, -15.938370, -1.976110)  0.00
H (-31.152910, -25.278160, -12.729270)  0.00
H (-31.824950, -17.037140, -1.552420)  0.00
H (-36.001960, -29.973770, -0.808320)  0.00
H (-37.323750, -16.969370, -14.203260)  0.00
H (-36.020130, -16.249480, -16.824980)  0.00
H (-27.193790, -23.876890, -7.756920)  0.00
H (-32.561570, -26.233130, -14.753290)  0.00
H (-41.502290, -29.318790, -6.359540)  0.00
H (-42.462370, -16.569280, -6.399310)  0.00
H (-26.845690, -15.520170, -11.353430)  0.00
H (-33.102760, -32.538780, -7.892610)  0.00
H (-42.673970, -23.559530, -10.257160)  0.00
H (-28.919500, -17.323400, -9.966510)  0.00
H (-34.473440, -17.294540, -14.607680)  0.00
H (-32.026070, -30.019350, -6.757680)  0.00
H (-30.938780, -31.388270, -7.112650)  0.00
H (-30.773500, -24.661790, -7.320500)  0.00
H (-39.356750, -30.338500, -6.736750)  0.00
H (-39.026050, -22.818900, -14.617790)  0.00
H (-37.013400, -28.207030, -2.257820)  0.00
H (-36.557500, -21.931130, -9.539000)  0.01
H (-33.797350, -28.883170, 0.699970)  0.00
H (-34.645660, -17.372580, -2.804000)  0.00
H (-30.841180, -26.393520, -15.107680)  0.00
H (-39.990550, -31.931530, -7.132050)  0.00
H (-33.780900, -15.896370, -4.486420)  0.00
H (-29.318420, -25.196500, -8.245640)  0.00
H (-34.274660, -14.504500, -13.924200)  0.00
H (-40.275650, -25.081340, -13.920760)  0.00
H (-41.054130, -19.130670, -5.796800)  0.00
H (-40.906000, -16.448940, -8.287040)  0.00
H (-35.807420, -25.588750, -11.204090)  0.00

Atoms 1-3, force components in eV/Å:
Br 0.111 0.623 -1.695
Br 0.192 0.146 -0.504
Br 0.517 -0.985 0.052

Multiplicity = 3
Maximum force = 3.573 eV Å⁻¹
E_tot = -635140.4368 eV
LUMO (spin up / spin down) = -1.80 / -2.92 eV
HOMO level (spin up / spin down) = -8.963 / -6.033 eV

***

Entry from OMol25: a cluster of 12 separate species, C42H84O18S6 in total in a non-equilibrium geometry (the ωB97M-V functional and the def2-TZVPD basis).

Last column: Löwdin charge in e.
Element x y z (Å)
S (14.163662, 16.663778, 18.370809)  0.63
S (18.759144, 19.134031, 12.380254)  0.68
S (14.446817, 8.817110, 11.409082)  0.64
S (14.731293, 12.174286, 16.756915)  0.67
S (7.862401, 12.145421, 16.601109)  0.71
S (10.020174, 11.749681, 9.591953)  0.62
O (12.273585, 12.676952, 13.895685)  0.05
O (10.898734, 18.716933, 10.122747)  0.04
O (11.564847, 15.781186, 8.846311)  0.03
O (8.630531, 11.681714, 9.685700)  -0.30
O (13.163849, 8.749651, 10.773301)  -0.31
O (15.537919, 16.230511, 18.554964)  -0.30
O (13.078449, 15.926257, 18.962488)  -0.32
O (15.785892, 11.215118, 16.473824)  -0.32
O (7.230771, 10.997867, 17.268893)  -0.33
O (10.719020, 12.043644, 10.832992)  -0.31
O (17.026723, 12.609779, 10.259611)  0.05
O (16.943448, 15.809697, 15.374410)  0.05
O (20.157960, 18.944280, 12.715306)  -0.34
O (10.626515, 17.765914, 16.664387)  0.05
O (15.627096, 8.472005, 10.664618)  -0.32
O (14.778648, 13.429698, 16.044111)  -0.32
O (18.311997, 20.431748, 11.875198)  -0.34
O (7.775015, 13.485325, 17.182632)  -0.35
C (12.832504, 11.098700, 18.120665)  -0.21
C (17.886873, 13.765309, 14.363234)  -0.01
C (7.348593, 12.203822, 14.885672)  -0.22
C (9.443805, 10.748629, 15.052618)  -0.18
C (12.392207, 17.498617, 7.439551)  -0.02
C (12.382781, 16.669315, 8.654066)  -0.49
C (13.490228, 16.962153, 9.681222)  -0.01
C (9.799749, 18.637858, 10.702300)  -0.47
C (14.742073, 12.511592, 18.516080)  -0.22
C (10.812736, 10.417279, 8.713053)  -0.25
C (10.127973, 15.465870, 16.996932)  -0.02
C (16.500073, 10.978117, 8.620233)  -0.02
C (9.127663, 17.376118, 11.005346)  -0.01
C (9.183736, 19.886139, 11.270133)  -0.03
C (13.399684, 12.145523, 19.049833)  -0.21
C (10.424102, 12.857201, 8.280873)  -0.26
C (16.504588, 17.925534, 13.033041)  -0.22
C (13.933525, 16.926363, 16.640599)  -0.22
C (10.106085, 16.955255, 17.375225)  -0.51
C (8.487722, 11.524714, 14.148109)  -0.22
C (18.487163, 10.658941, 10.226520)  -0.02
C (14.505120, 7.931464, 12.924136)  -0.24
C (9.277354, 17.330151, 18.558016)  0.00
C (14.059082, 18.277939, 18.840996)  -0.27
C (12.634547, 13.728209, 13.392577)  -0.46
C (14.357383, 19.120557, 17.652702)  -0.19
C (11.804654, 12.508400, 7.850665)  -0.21
C (18.334918, 17.899349, 11.224031)  -0.24
C (17.598323, 18.681073, 13.749261)  -0.20
C (12.089543, 11.023001, 8.259682)  -0.22
C (17.843278, 15.043935, 15.118518)  -0.47
C (19.200484, 15.384643, 15.800561)  -0.02
C (13.104423, 11.521272, 16.684412)  -0.22
C (14.650325, 10.423820, 12.156804)  -0.23
C (11.828991, 14.975685, 13.438053)  0.00
C (14.766366, 8.867245, 14.064704)  -0.20
C (14.810697, 18.176025, 16.500790)  -0.22
C (14.023336, 13.944250, 12.802634)  0.00
C (15.468205, 10.067054, 13.409384)  -0.21
C (9.537991, 11.683727, 16.229527)  -0.25
C (17.009103, 17.258529, 11.683470)  -0.15
C (17.358061, 11.578978, 9.744795)  -0.49
H (15.593678, 10.964698, 14.045438)  0.09
H (13.493411, 19.556665, 17.180510)  0.11
H (15.067515, 19.889173, 17.850010)  0.11
H (10.932287, 14.785031, 14.027842)  0.07
H (13.349549, 17.459107, 6.929216)  0.09
H (8.098303, 17.627006, 11.057387)  0.07
H (15.841703, 17.868843, 16.528448)  0.09
H (14.243425, 17.542398, 9.243811)  0.05
H (12.764638, 10.956522, 9.151453)  0.10
H (14.301126, 16.037407, 15.998076)  0.12
H (19.214978, 17.234733, 11.250075)  0.11
H (13.905482, 16.011313, 10.006081)  0.08
H (6.432751, 11.620888, 14.721449)  0.11
H (9.028719, 12.325863, 13.573006)  0.12
H (12.529314, 10.465575, 7.414480)  0.12
H (15.590880, 10.634641, 9.072762)  0.05
H (16.230351, 17.511117, 10.924830)  0.11
H (13.107674, 10.848583, 15.869262)  0.08
H (10.935573, 9.593291, 9.411153)  0.10
H (9.731856, 12.725555, 7.454825)  0.11
H (17.297799, 19.629130, 14.227633)  0.11
H (19.273660, 10.461254, 9.550849)  0.06
H (15.080209, 11.181548, 11.436905)  0.11
H (7.214114, 13.260884, 14.618403)  0.11
H (18.626852, 13.615435, 13.538939)  0.10
H (11.515830, 17.231612, 6.859456)  0.09
H (13.614568, 10.719622, 12.416056)  0.10
H (8.720964, 16.459334, 18.913525)  0.08
H (10.098710, 17.535976, 19.261138)  0.10
H (13.846411, 9.223640, 14.495733)  0.10
H (15.744521, 18.656497, 12.849013)  0.10
H (18.983115, 11.034592, 11.132607)  0.08
H (11.159261, 15.131558, 16.817912)  0.07
H (9.360322, 17.188523, 12.074484)  0.12
H (12.984271, 18.437037, 19.109086)  0.13
H (20.072922, 15.196489, 15.158187)  0.08
H (15.635217, 11.964761, 18.931915)  0.13
H (16.034919, 17.178904, 13.635681)  0.07
H (11.861401, 12.589526, 6.785788)  0.10
H (14.993416, 13.524639, 18.629444)  0.06
H (15.333239, 7.246012, 12.796442)  0.11
H (14.634017, 18.668955, 15.551731)  0.11
H (9.370706, 16.552575, 10.409098)  0.06
H (11.445315, 15.270544, 12.440422)  0.10
H (9.383748, 20.080544, 12.327597)  0.09
H (13.388054, 11.906628, 20.081734)  0.11
H (18.158563, 18.041186, 14.433308)  0.08
H (12.341414, 15.807777, 13.891708)  0.08
H (14.677760, 18.495874, 19.693833)  0.12
H (9.046172, 9.863359, 15.405811)  0.09
H (12.772614, 13.082316, 19.020712)  0.13
H (12.557272, 13.199509, 8.302296)  0.12
H (16.486466, 9.848297, 12.992208)  0.13
H (19.093681, 16.385528, 16.242336)  0.08
H (9.592825, 15.359716, 16.043215)  0.08
H (13.584902, 7.391592, 13.074140)  0.11
H (12.923330, 17.148244, 16.332594)  0.08
H (15.390390, 8.360247, 14.809213)  0.13
H (9.603822, 14.782340, 17.688705)  0.06
H (10.154573, 10.161872, 7.870109)  0.12
H (8.507996, 18.047293, 18.358762)  0.08
H (16.146968, 11.754416, 7.904577)  0.09
H (16.905508, 13.467450, 13.982879)  0.06
H (11.767444, 10.998780, 18.268299)  0.10
H (17.115170, 10.240623, 8.082701)  0.09
H (8.035133, 11.075781, 13.261555)  0.12
H (19.243692, 14.666382, 16.622946)  0.08
H (14.447253, 14.916155, 12.909502)  0.06
H (12.469732, 12.399798, 16.493120)  0.10
H (18.350952, 13.078675, 15.065819)  0.09
H (14.764467, 13.301905, 13.327569)  0.06
H (13.076363, 17.330208, 10.585789)  0.07
H (8.085488, 19.775696, 11.178739)  0.08
H (10.313028, 13.891606, 8.641414)  0.09
H (12.253530, 18.524910, 7.856339)  0.10
H (18.001874, 9.677296, 10.446590)  0.09
H (18.241563, 18.383843, 10.262854)  0.10
H (9.914457, 11.271021, 17.124803)  0.08
H (13.140608, 10.125663, 18.426478)  0.11
H (10.373250, 10.570536, 14.525527)  0.11
H (14.075396, 13.669495, 11.745638)  0.09
H (17.086656, 16.216185, 11.860862)  0.09
H (9.475855, 20.820063, 10.685566)  0.11
H (10.103181, 12.601915, 15.982681)  0.10

Atoms 1-3, force components in eV/Å:
S 0.685 -2.627 -0.563
S 0.129 1.870 0.719
S 0.021 1.291 -0.167

Maximum force = 3.877 eV Å⁻¹
SMILES = O=S1(=O)CCCC1.O=S1(=O)CCCC1.O=S1(=O)CCCC1.O=S1(=O)CCCC1.O=S1(=O)CCCC1.O=S1(=O)CCCC1.CC(C)=O.CC(C)=O.CC(C)=O.CC(C)=O.CC(C)=O.CC(C)=O
E_tot = -146778.4314 eV
LUMO = 0.30 eV
HOMO level = -9.668 eV
Energy above the lowest of the compared OMol25 structures with the same formula, charge and spin = 2.669 eV

***

Q: Which of these has the lowest E_tot?
A: C42H80Br6F6NiO18S7